{
  "formula": "C34H82BN3O15PS",
  "method": "ωB97M-V/def2-TZVPD",
  "species": ["C", "C", "C", "C", "C", "N", "C", "C", "C", "C", "N", "C", "P", "O", "O", "C", "C", "C", "C", "C", "S", "O", "O", "O", "O", "C", "N", "B", "O", "C", "C", "H", "H", "H", "H", "H", "H", "H", "H", "H", "H", "H", "H", "H", "H", "H", "H", "H", "H", "H", "H", "H", "H", "H", "H", "H", "H", "H", "H", "H", "H", "H", "H", "H", "H", "H", "H", "H", "H", "H", "H", "H", "H", "C", "O", "C", "C", "O", "C", "H", "H", "H", "H", "H", "H", "H", "H", "H", "H", "C", "O", "C", "C", "O", "C", "H", "H", "H", "H", "H", "H", "H", "H", "H", "H", "C", "O", "C", "C", "O", "C", "H", "H", "H", "H", "H", "H", "H", "H", "H", "H", "C", "O", "C", "C", "O", "C", "H", "H", "H", "H", "H", "H", "H", "H", "H", "H"],
  "xyz": [[7.1826, -0.1666, 1.8316], [6.0253, 0.7779, 1.5070], [6.4036, 1.7474, 0.3842], [5.2772, 2.4996, -0.3553], [5.8618, 2.9535, -1.6866], [4.0733, 1.6151, -0.5850], [4.3591, 0.3491, -1.3604], [3.6826, -0.8875, -0.7615], [4.6629, -1.9927, -0.3691], [3.9786, -2.8888, 0.6536], [3.9117, -2.2282, 1.9630], [2.9858, 2.3871, -1.2494], [1.3785, 1.4232, -1.5399], [1.6319, 0.3792, -2.7709], [0.5120, 2.6111, -2.2692], [2.5974, 3.5475, -0.3090], [1.7935, 3.1134, 0.9348], [0.3066, 3.4511, 0.8801], [-0.0204, 4.9318, 0.6724], [-1.4667, 5.1058, 0.2078], [-2.6393, 4.6275, 1.4505], [-2.5661, 3.2253, 1.7020], [-2.5621, 5.4660, 2.5853], [-4.0304, 4.8795, 0.7249], [3.6926, 4.3889, -0.0326], [4.8728, 3.7655, 0.4354], [4.6695, 3.4517, 1.8680], [5.9964, 4.9594, 0.3264], [7.0094, 5.0987, 1.2154], [5.9137, 6.0696, -0.7817], [7.2784, 6.1845, -1.5286], [7.5616, -0.6775, 0.9524], [7.9568, 0.3236, 2.4089], [6.7723, -0.9381, 2.4755], [5.1514, 0.1643, 1.3097], [5.8124, 1.2944, 2.4309], [6.9060, 1.1477, -0.3703], [7.1605, 2.4272, 0.7601], [5.8181, 2.1676, -2.4386], [6.9089, 3.1876, -1.5721], [5.3227, 3.7914, -2.1023], [3.6921, 1.3204, 0.3218], [4.0200, 0.5228, -2.3696], [5.4150, 0.1324, -1.4500], [3.0152, -1.3234, -1.4905], [3.1081, -0.6341, 0.1291], [5.5673, -1.6009, 0.0826], [4.8931, -2.6189, -1.2235], [2.9621, -3.0996, 0.3328], [4.4808, -3.8525, 0.6927], [3.1029, -2.5401, 2.4850], [4.7273, -2.5017, 2.4986], [3.2992, 2.8492, -2.1830], [1.7307, 0.7996, -3.6478], [0.5400, 2.5080, -3.2399], [1.9152, 4.1384, -0.9061], [2.1961, 3.5902, 1.8155], [1.8732, 2.0456, 1.1284], [-0.1013, 3.1784, 1.8448], [-0.2423, 2.8408, 0.1762], [0.1458, 5.4693, 1.5987], [0.5901, 5.4144, -0.0869], [-1.6408, 6.1565, 0.0064], [-1.6668, 4.4911, -0.6599], [-4.3264, 3.9889, 0.4450], [4.2508, 4.2748, 2.2883], [5.5438, 3.2660, 2.3393], [7.2932, 4.2808, 1.6492], [5.1320, 5.8725, -1.5011], [5.7419, 7.0342, -0.3144], [7.9086, 5.3220, -1.3412], [7.0980, 6.1914, -2.5970], [7.8100, 7.0837, -1.2628], [-5.8178, -0.7451, -0.5890], [-5.0236, -0.8249, -1.7616], [-5.0958, 0.3326, -2.5748], [-3.8978, 1.2341, -2.3661], [-3.8592, 1.7742, -1.0538], [-2.9764, 1.0805, -0.1790], [-5.4831, -1.5270, 0.0911], [-5.7176, 0.2188, -0.0859], [-6.8703, -0.9196, -0.8337], [-6.0249, 0.8801, -2.3900], [-5.1036, -0.0032, -3.6165], [-3.9689, 2.0786, -3.0601], [-2.9715, 0.6923, -2.5839], [-1.9392, 1.3662, -0.3888], [-3.0778, -0.0039, -0.2688], [-3.2217, 1.3728, 0.8296], [-4.4446, -4.6766, 0.0199], [-3.5302, -4.8895, 1.0826], [-3.7426, -4.0223, 2.1853], [-4.5167, -4.6958, 3.2984], [-5.8386, -5.0177, 2.9012], [-6.0012, -6.3784, 2.5336], [-4.3982, -5.5418, -0.6394], [-5.4710, -4.5681, 0.3767], [-4.1604, -3.7838, -0.5491], [-4.2562, -3.1102, 1.8644], [-2.7561, -3.7383, 2.5661], [-4.5947, -3.9998, 4.1396], [-3.9890, -5.5890, 3.6465], [-6.0533, -7.0049, 3.4304], [-5.1868, -6.7270, 1.8949], [-6.9387, -6.4695, 1.9882], [-8.4871, -7.3832, 5.6039], [-8.6966, -8.4882, 4.7425], [-7.8636, -9.5980, 5.0402], [-8.5906, -10.6536, 5.8456], [-8.9485, -10.1825, 7.1347], [-10.3036, -9.7764, 7.2284], [-9.3333, -6.7066, 5.4940], [-8.4179, -7.6850, 6.6510], [-7.5736, -6.8490, 5.3192], [-6.9615, -9.2717, 5.5675], [-7.5572, -10.0360, 4.0849], [-7.9192, -11.5057, 5.9905], [-9.4736, -11.0073, 5.3049], [-10.9581, -10.6513, 7.3015], [-10.6055, -9.1699, 6.3720], [-10.4098, -9.1822, 8.1346], [3.2383, 3.0343, -5.3854], [1.8944, 2.5917, -5.5086], [0.9828, 3.6604, -5.7798], [0.6347, 3.7469, -7.2499], [1.7637, 4.0894, -8.0311], [2.3647, 2.9781, -8.6805], [3.8861, 2.1621, -5.4724], [3.5037, 3.7448, -6.1684], [3.4001, 3.5004, -4.4042], [1.3939, 4.6101, -5.4274], [0.0653, 3.4583, -5.2158], [-0.1049, 4.5415, -7.3825], [0.1899, 2.8100, -7.5981], [1.7761, 2.6869, -9.5552], [2.4645, 2.1205, -8.0114], [3.3555, 3.2840, -9.0108]],
  "forces_ev_per_angstrom": [[-0.8, -0.3, 0.2], [0.6, 0.0, 0.3], [-0.8, -1.1, 0.0], [0.9, 1.0, 0.4], [-0.6, -0.5, -0.6], [0.1, -0.5, -0.6], [-0.1, -0.6, -0.2], [0.5, 0.0, 0.0], [-0.7, -0.3, 0.4], [-0.1, -0.1, 0.3], [0.2, 0.0, -0.1], [-0.7, 1.0, 0.1], [-0.8, -0.9, 0.7], [0.2, 0.7, -0.4], [0.4, -0.2, -0.5], [-0.8, -0.5, 0.1], [-0.1, 0.1, 0.0], [0.2, 0.3, 0.3], [-0.3, -0.5, -0.1], [0.3, 0.3, 0.5], [-0.5, -0.3, 0.4], [0.3, -0.6, -0.3], [0.2, 1.1, 0.2], [0.2, -0.3, -0.2], [0.3, -0.2, -0.4], [0.7, 0.4, 0.9], [-0.6, -0.4, -0.4], [-0.4, 0.5, -0.7], [0.4, -0.8, 0.0], [0.7, -0.2, 0.1], [-0.6, -0.4, -0.1], [0.3, 0.1, -0.1], [0.4, 0.1, -0.2], [0.1, -0.2, 0.2], [-0.2, 0.0, -0.3], [-0.3, 0.2, 0.2], [0.3, 0.0, -0.2], [0.0, 0.4, -0.2], [0.1, -0.2, 0.0], [0.2, 0.3, 0.1], [0.0, 0.4, 0.0], [0.3, 0.2, 0.2], [-0.1, 0.1, -0.2], [0.3, 0.5, 0.4], [-0.4, 0.1, -0.1], [-0.2, 0.1, 0.1], [0.3, 0.1, -0.1], [0.4, 0.1, -0.3], [-0.2, 0.0, -0.2], [0.1, -0.2, 0.1], [0.0, 0.0, 0.0], [-0.1, 0.1, 0.1], [0.6, -0.3, -0.1], [0.1, -0.2, 0.1], [0.0, 0.4, 0.3], [0.1, 0.4, -0.2], [0.2, 0.2, 0.1], [0.1, -0.2, 0.1], [-0.1, -0.2, 0.2], [0.0, -0.2, -0.4], [0.0, 0.2, 0.2], [0.2, 0.0, -0.1], [-0.3, 0.1, -0.2], [-0.1, -0.1, -0.3], [-0.1, 0.3, -0.1], [0.1, 0.0, 0.2], [0.0, 0.1, 0.1], [-0.2, 0.4, 0.3], [-0.4, 0.2, 0.0], [-0.4, 0.2, 0.1], [0.3, 0.0, 0.1], [0.1, 0.2, -0.3], [0.2, 0.2, 0.1], [-0.1, -0.1, 0.0], [0.0, 0.1, 0.1], [0.1, -0.3, -0.1], [-0.1, 0.3, 0.0], [0.1, 0.0, 0.1], [-0.1, -0.3, -0.2], [0.0, 0.0, 0.0], [0.0, 0.0, 0.0], [0.0, 0.0, 0.1], [0.0, 0.0, 0.0], [0.0, 0.0, 0.0], [0.0, 0.0, 0.0], [0.0, 0.0, 0.0], [0.0, -0.1, 0.0], [0.0, 0.0, -0.2], [0.0, 0.0, 0.1], [0.1, 0.0, -0.1], [-0.2, 0.0, 0.0], [0.3, -0.2, 0.0], [-0.3, 0.2, 0.1], [0.1, -0.1, -0.1], [0.0, 0.0, 0.1], [0.1, 0.0, 0.0], [0.0, 0.0, 0.0], [-0.1, 0.0, 0.0], [0.0, 0.0, 0.0], [0.0, 0.0, 0.0], [0.1, 0.0, 0.0], [0.0, 0.0, 0.0], [0.0, -0.1, -0.1], [0.0, 0.0, 0.0], [0.0, 0.0, 0.1], [0.0, 0.1, -0.1], [0.0, 0.0, 0.2], [-0.1, 0.0, -0.3], [0.2, -0.1, 0.2], [-0.1, 0.1, -0.1], [0.0, -0.1, 0.0], [0.0, 0.0, -0.1], [0.0, -0.1, 0.0], [0.0, 0.0, 0.1], [0.0, 0.0, 0.1], [0.0, 0.0, 0.0], [0.0, 0.0, 0.0], [0.0, 0.0, 0.0], [0.0, 0.0, 0.0], [0.0, 0.0, 0.0], [0.0, 0.0, 0.0], [0.1, -0.1, 0.1], [0.0, 0.0, 0.3], [-0.2, -0.2, 0.0], [0.1, 0.3, -0.2], [0.1, -0.2, 0.2], [0.0, 0.1, -0.1], [0.0, 0.0, 0.0], [0.0, 0.0, 0.0], [0.0, 0.1, -0.1], [0.0, 0.0, 0.0], [0.0, 0.0, 0.0], [0.0, 0.0, 0.0], [0.0, 0.0, 0.1], [0.0, -0.1, 0.0], [0.0, 0.0, 0.0], [0.0, 0.1, 0.0]],
  "e_tot_ha": -3401.60105,
  "charge": 1,
  "homo_energy_ev": -10.1,
  "max_force_ev_per_a": 1.4,
  "molar_mass_g_mol": 846.9,
  "relative_energy_kcal_mol": 0.0
}